{"formula": "C21H44NO4P", "method": "the ωB97M-V functional and the def2-TZVPD basis", "smiles": "CCP(C)[C@H]1OC(=O)O[C@H]1N(C)C(C)=O.CCCCCC.CCCCCC", "gap_ev": 9.50, "elements": ["C", "C", "P", "C", "C", "O", "C", "O", "O", "C", "N", "C", "C", "C", "O", "H", "H", "H", "H", "H", "H", "H", "H", "H", "H", "H", "H", "H", "H", "H", "H", "C", "C", "C", "C", "C", "C", "H", "H", "H", "H", "H", "H", "H", "H", "H", "H", "H", "H", "H", "H", "C", "C", "C", "C", "C", "C", "H", "H", "H", "H", "H", "H", "H", "H", "H", "H", "H", "H", "H", "H"], "positions_angstrom": [[-5.4167, -0.8739, 1.2482], [-5.0377, -0.4354, -0.1749], [-3.6104, -1.3995, -0.8310], [-3.9847, -1.5923, -2.6356], [-2.2435, -0.1164, -0.9166], [-2.7046, 1.2432, -0.7667], [-2.2901, 1.6740, 0.4471], [-2.8728, 2.4270, 1.1532], [-1.0817, 1.1002, 0.6995], [-1.1861, -0.2420, 0.2199], [-1.6195, -1.1113, 1.3092], [-0.8754, -0.8570, 2.5625], [-1.4444, -2.4940, 0.9498], [-2.2868, -3.4706, 1.7160], [-0.6341, -2.8219, 0.1247], [-5.8955, -0.0612, 1.7933], [-4.5300, -1.1720, 1.8102], [-6.0835, -1.7371, 1.2287], [-4.8177, 0.6310, -0.1802], [-5.8741, -0.5875, -0.8591], [-5.0268, -1.3622, -2.8545], [-3.3443, -0.9618, -3.2524], [-3.7918, -2.6288, -2.9071], [-1.7595, -0.2100, -1.8881], [-0.2012, -0.5016, -0.1668], [-0.9258, 0.2000, 2.7985], [-1.3558, -1.4076, 3.3695], [0.1738, -1.1668, 2.4859], [-2.4105, -4.3713, 1.1220], [-3.2551, -3.0364, 1.9453], [-1.7859, -3.7239, 2.6542], [0.9529, 7.2243, -2.1709], [0.8757, 5.9524, -3.0088], [-0.4053, 5.1502, -2.7834], [-0.6026, 4.6440, -1.3530], [0.5322, 3.7704, -0.8194], [0.7377, 2.4905, -1.6214], [0.9453, 7.0044, -1.1022], [1.8667, 7.7806, -2.3836], [0.1057, 7.8805, -2.3823], [1.7489, 5.3265, -2.8038], [0.9366, 6.2173, -4.0677], [-0.4202, 4.3042, -3.4762], [-1.2648, 5.7727, -3.0521], [-1.5373, 4.0744, -1.3150], [-0.7434, 5.4929, -0.6790], [0.3067, 3.5069, 0.2174], [1.4655, 4.3397, -0.7899], [-0.1822, 1.9021, -1.6352], [1.5259, 1.8748, -1.1849], [1.0182, 2.6954, -2.6561], [5.6228, -1.8861, 0.2172], [5.5137, -2.7990, 1.4339], [4.8462, -4.1403, 1.1324], [3.4036, -4.0400, 0.6322], [2.4477, -3.3032, 1.5679], [2.2963, -3.9680, 2.9331], [4.6408, -1.6265, -0.1816], [6.1302, -0.9539, 0.4690], [6.1898, -2.3696, -0.5815], [4.9701, -2.2824, 2.2301], [6.5149, -2.9912, 1.8283], [4.8804, -4.7629, 2.0307], [5.4389, -4.6688, 0.3788], [3.0222, -5.0523, 0.4645], [3.3874, -3.5499, -0.3449], [1.4689, -3.2520, 1.0888], [2.7792, -2.2683, 1.7017], [1.9323, -4.9926, 2.8262], [1.5838, -3.4253, 3.5581], [3.2413, -4.0049, 3.4777]], "atomic_forces_ev_per_a": [[0.1, -0.1, -0.1], [-0.1, 0.1, 0.2], [-0.1, -0.3, -0.2], [0.1, 0.1, 0.1], [0.2, -0.1, 0.1], [-0.4, -0.4, 0.2], [0.1, 0.2, -0.2], [0.2, 0.3, -0.2], [-0.5, -0.4, 0.6], [0.5, 0.4, -0.3], [0.2, 0.1, -0.1], [-0.3, -0.1, 0.1], [-0.2, 0.2, 0.3], [0.1, 0.1, 0.2], [0.0, -0.2, -0.5], [-0.1, -0.1, 0.0], [0.0, 0.1, 0.0], [0.0, 0.0, 0.0], [0.0, 0.0, -0.1], [0.0, 0.0, 0.0], [0.0, 0.0, 0.0], [-0.1, 0.0, 0.0], [0.0, 0.0, -0.1], [0.0, 0.1, 0.0], [0.0, -0.1, 0.0], [0.0, 0.0, 0.0], [0.0, 0.0, 0.0], [0.0, 0.0, 0.0], [0.1, 0.0, 0.0], [0.0, 0.0, 0.0], [0.0, -0.1, 0.0], [0.0, 0.0, 0.0], [0.0, 0.0, 0.0], [0.0, 0.0, 0.0], [0.0, 0.0, 0.0], [0.0, 0.0, 0.0], [0.1, 0.0, 0.0], [0.0, 0.0, 0.0], [0.0, 0.0, 0.0], [0.0, 0.0, 0.0], [0.0, 0.0, 0.0], [0.0, 0.0, 0.0], [0.0, 0.0, 0.0], [0.0, 0.0, 0.0], [0.0, 0.0, 0.0], [0.0, 0.0, 0.0], [0.0, 0.0, 0.0], [0.0, 0.0, 0.0], [0.0, 0.0, -0.1], [0.0, 0.0, 0.0], [0.0, 0.0, 0.0], [0.0, 0.0, 0.0], [0.0, 0.0, 0.0], [0.0, 0.0, 0.0], [0.0, 0.0, 0.0], [0.0, 0.0, 0.1], [0.0, 0.0, 0.0], [0.0, 0.0, 0.0], [0.0, 0.0, 0.0], [0.0, 0.0, 0.0], [0.0, 0.0, 0.0], [0.0, 0.0, 0.0], [0.0, 0.0, 0.0], [0.0, 0.0, 0.0], [0.0, 0.0, 0.0], [0.0, 0.0, 0.0], [0.0, 0.0, 0.0], [0.0, 0.0, 0.0], [0.0, 0.0, 0.0], [0.0, 0.0, 0.0], [0.0, 0.0, 0.0]], "mulliken_charge": [-1.023, -0.768, 0.406, -1.128, -0.163, -0.452, 0.658, -0.603, -0.473, -0.159, 0.596, -1.130, 0.402, -1.466, -0.564, 0.341, 0.104, 0.339, 0.384, 0.473, 0.382, 0.307, 0.336, 0.670, 0.495, 0.371, 0.354, 0.264, 0.416, 0.221, 0.383, -1.203, -0.417, -0.832, -0.353, -0.498, -1.077, 0.283, 0.384, 0.295, 0.225, 0.398, 0.314, 0.421, 0.112, 0.367, 0.270, 0.464, 0.025, 0.357, 0.451, -1.153, -0.310, -0.814, -0.867, 0.568, -1.392, 0.245, 0.376, 0.294, 0.217, 0.383, 0.304, 0.394, 0.433, 0.324, -0.290, 0.259, 0.313, 0.368, 0.387]}

=====

{"formula": "C4H8N2OS", "method": "the ωB97M-V functional and the def2-TZVPD basis", "smiles": "CN/N=C\\CC(O)=S", "gap_ev": 8.85, "relative_energy_kcal_mol": 39.55, "elements": ["C", "C", "C", "C", "H", "H", "H", "H", "H", "H", "H", "H", "N", "N", "O", "S"], "positions_angstrom": [[-2.0082, -0.5841, 0.5387], [0.2112, 1.3036, -0.5054], [1.1736, 0.7267, 0.4889], [2.1348, -0.2923, -0.1285], [-2.3224, -1.6083, 0.7234], [-1.5196, -0.1607, 1.4369], [-2.9196, 0.0162, 0.3125], [-1.5415, -0.9987, -1.3609], [0.4012, 2.3433, -0.8311], [1.7746, 1.5455, 0.9345], [0.6489, 0.2244, 1.2858], [0.5437, -1.2388, -0.5109], [-1.0528, -0.5851, -0.5810], [-0.8230, 0.7638, -1.0243], [1.5451, -1.3655, -0.6227], [3.7540, -0.0900, -0.1560]], "atomic_forces_ev_per_a": [[-0.3, 0.6, 0.2], [-0.6, 0.6, -0.6], [1.0, 0.5, 0.1], [0.4, 0.1, 0.0], [0.1, -0.1, 0.1], [-0.3, -0.3, -0.4], [0.6, -0.2, 0.1], [0.0, -0.2, -0.2], [-0.1, -0.6, 0.1], [-0.4, -0.6, -0.3], [-0.3, -0.2, 0.4], [0.4, -0.3, -0.2], [-0.1, 0.0, 0.2], [0.6, 0.5, 0.3], [-0.6, 0.3, 0.2], [-0.3, 0.0, 0.0]], "nbo_charge": [-0.424, 0.126, -0.595, 0.251, 0.213, 0.196, 0.197, 0.376, 0.205, 0.261, 0.239, 0.496, -0.523, -0.263, -0.670, -0.085]}